Computed, not measured: one molecule with the formula C7H9NO2 at a distorted geometry, with ωB97M-V/def2-TZVPD.

```
19
Properties=species:S:1:pos:R:3:forces:R:3:nbo_charge:R:1
C -2.018 -0.201 0.042 -0.2 0.5 -0.2 -0.07
C -1.055 -0.907 -0.324 1.3 0.1 -0.9 0.17
C 1.465 -0.407 -0.003 0.3 -0.2 1.7 0.58
C -2.925 0.714 0.332 -0.6 -0.4 -1.9 -0.36
C -0.283 -2.127 -0.608 2.5 3.5 -0.2 -0.48
C 1.042 -1.852 0.149 -1.0 0.4 -0.5 -0.45
C 1.132 2.470 0.168 -0.6 -0.5 0.3 -0.28
N 0.730 0.350 -0.833 -2.6 -1.6 -1.3 -0.13
O 2.431 -0.048 0.626 1.5 0.9 0.5 -0.61
O 0.738 1.678 -0.955 1.0 -0.5 -0.8 -0.31
H -3.070 1.023 1.305 -0.2 0.6 2.1 0.21
H -3.645 1.116 -0.397 0.6 -0.3 0.2 0.22
H -0.574 -2.970 -0.152 -2.1 -3.2 1.1 0.23
H -0.023 -2.234 -1.639 -0.5 -0.1 -0.8 0.24
H 1.872 -2.443 -0.152 0.6 -0.7 -0.6 0.23
H 0.871 -2.152 1.182 0.1 0.7 0.3 0.22
H 0.500 2.024 0.904 0.6 -0.3 1.7 0.19
H 0.593 3.367 -0.009 0.2 1.3 -0.4 0.19
H 2.221 2.598 0.362 -1.0 -0.5 -0.2 0.22
```
Positions in Å, forces in eV/Å.

**F_max**: 4.29 eV Å⁻¹
**Kohn-Sham gap (alpha / beta)**: 6.99 / 7.87 eV
**2S+1**: 1
**Relative energy (zero: lowest compared OMol25 entry of this formula, charge and spin)**: 708.6 kJ/mol
**DFT total energy**: -477.12201 a.u.

Computed, not measured: C37H39AsBClF4I2N2O6Sc as an isolated structure, with ωB97M-V/def2-TZVPD.

```
94
Properties=species:S:1:pos:R:3:forces:R:3:mulliken_charge:R:1
Sc 0.189 -1.338 -1.185 -0.3 -0.3 0.5 -0.41
C -0.022 -5.009 -3.690 0.0 0.0 0.0 -2.15
C -0.589 -3.869 -2.895 0.0 0.0 0.0 0.34
O 0.146 -2.891 -2.703 0.1 0.0 0.0 0.38
C -1.962 -3.908 -2.413 0.0 0.0 0.0 1.74
C -2.805 -4.968 -2.795 0.0 0.0 0.0 -1.23
C -4.115 -5.034 -2.392 0.0 0.0 0.0 -1.02
C -4.620 -4.017 -1.571 0.0 0.0 0.0 -0.69
C -3.825 -2.975 -1.168 0.0 0.0 0.0 -1.29
C -2.469 -2.890 -1.561 0.0 -0.1 0.0 -0.06
O -1.760 -1.891 -1.124 0.1 0.1 -0.2 1.87
H 1.032 -4.811 -3.862 0.0 0.0 0.0 0.31
H -0.539 -5.101 -4.648 0.0 0.0 0.0 0.42
H -0.132 -5.941 -3.138 0.0 0.0 0.0 0.43
H -2.405 -5.753 -3.422 0.0 0.0 0.0 0.40
H -4.744 -5.860 -2.695 0.0 0.0 0.0 0.39
H -5.651 -4.058 -1.241 0.0 0.0 0.0 0.43
H -4.195 -2.194 -0.517 0.0 0.0 0.0 0.41
O 4.130 -2.149 -0.501 0.1 0.0 0.0 -0.66
Cl 3.581 -1.670 -1.714 -0.1 -0.1 0.0 2.07
O 4.401 -0.686 -2.342 0.0 0.1 0.0 -0.66
O 2.284 -1.002 -1.406 0.1 0.1 -0.1 -0.61
O 3.303 -2.757 -2.624 0.0 0.0 0.0 -0.76
F -1.045 -4.268 0.786 -0.1 0.0 0.0 -0.40
B 0.282 -4.368 0.424 0.0 0.0 -0.1 0.03
F 0.709 -2.972 0.011 0.0 0.1 0.0 -0.18
F 1.104 -4.732 1.458 0.0 0.0 0.0 -0.33
F 0.449 -5.161 -0.707 0.0 0.0 0.0 -0.30
C -0.334 1.258 -5.503 0.0 0.0 0.0 -0.48
C -1.237 0.263 -5.164 0.0 0.0 0.0 -0.95
C -1.069 -0.402 -3.964 0.0 0.0 0.0 -0.36
N -0.072 -0.122 -3.122 0.0 0.1 0.0 1.59
C 0.795 0.839 -3.449 0.0 0.0 0.0 -0.44
C 0.697 1.554 -4.630 0.0 0.0 0.0 -1.16
H -0.431 1.790 -6.440 0.0 0.0 0.0 0.42
H -2.056 -0.003 -5.817 0.0 0.0 0.0 0.50
H -1.745 -1.189 -3.654 0.0 0.0 0.0 0.23
H 1.597 1.016 -2.748 0.0 0.0 0.0 0.55
H 1.430 2.315 -4.856 0.0 0.0 0.0 0.50
I 2.512 -2.058 -5.201 0.0 0.0 -0.1 0.37
I 1.874 -1.395 -7.723 0.0 0.0 0.1 -0.26
C -3.930 1.744 5.316 0.0 0.0 0.0 -1.68
C -2.753 1.413 4.440 0.0 0.0 0.0 0.69
C -2.651 0.193 3.793 0.0 0.0 0.0 -1.05
C -1.576 -0.114 2.964 0.0 0.0 0.0 0.12
C -1.590 -1.468 2.299 0.0 0.0 0.0 -1.67
C -0.549 0.833 2.762 0.0 -0.1 0.0 0.14
As 0.843 0.159 1.515 0.0 0.0 0.0 2.26
N -0.064 0.439 -0.080 0.1 -0.1 -0.1 0.96
C -0.920 1.518 -0.290 0.0 0.0 0.0 0.15
C -0.642 2.818 0.153 0.0 0.0 0.0 0.02
C -1.502 3.873 -0.108 0.0 0.0 0.0 -1.14
C -2.672 3.674 -0.827 0.0 0.0 0.0 -0.93
C -2.967 2.390 -1.270 0.0 0.0 0.0 -0.85
C -2.117 1.330 -1.004 0.0 0.0 0.0 -0.25
C 2.377 1.390 1.773 0.0 0.0 -0.1 -0.57
C 2.999 2.187 0.809 0.0 0.0 0.0 0.81
C 2.604 2.214 -0.644 0.0 0.0 0.0 -0.78
C 4.098 2.969 1.173 0.0 0.0 0.0 -0.97
C 4.633 2.945 2.447 0.0 0.0 0.0 0.81
C 5.809 3.804 2.825 0.0 0.0 0.0 -1.65
C 4.062 2.075 3.369 0.0 0.0 0.0 -0.97
C 2.960 1.295 3.054 0.0 0.0 0.0 0.73
C 2.423 0.363 4.112 0.0 0.0 0.0 -1.66
C -0.636 2.069 3.424 0.0 0.0 0.0 1.94
C 0.386 3.182 3.377 0.0 0.0 0.0 -1.85
C -1.734 2.328 4.243 0.0 0.0 0.0 -1.02
H -4.580 0.879 5.443 0.0 0.0 0.0 0.36
H -4.525 2.550 4.881 0.0 0.0 0.0 0.31
H -3.607 2.074 6.305 0.0 0.0 0.0 0.35
H -3.430 -0.550 3.929 0.0 0.0 0.0 0.29
H -2.389 -2.084 2.712 0.0 0.0 0.0 0.43
H -0.653 -2.010 2.429 0.0 0.0 0.0 0.33
H -1.766 -1.383 1.226 0.0 0.0 0.0 -0.02
H 0.269 2.998 0.705 0.0 0.0 0.0 0.41
H -1.250 4.863 0.255 0.0 0.0 0.0 0.44
H -3.344 4.498 -1.030 0.0 0.0 0.0 0.37
H -3.884 2.205 -1.819 0.0 0.0 0.0 0.47
H -2.383 0.329 -1.319 0.0 0.0 0.0 0.32
H 3.211 1.492 -1.197 0.0 0.0 0.0 0.39
H 2.789 3.203 -1.068 0.0 0.0 0.0 0.52
H 1.562 1.954 -0.794 0.0 0.0 0.0 -0.66
H 4.553 3.602 0.417 0.0 0.0 0.0 0.31
H 6.176 4.365 1.966 0.0 0.0 0.0 0.35
H 6.631 3.199 3.210 0.0 0.0 0.0 0.35
H 5.538 4.521 3.604 0.0 0.0 0.0 0.32
H 4.490 1.998 4.365 0.0 0.0 0.0 0.37
H 3.109 0.322 4.958 0.0 0.0 0.0 0.49
H 2.304 -0.651 3.722 0.0 0.0 0.0 0.31
H 1.445 0.678 4.482 0.0 0.0 0.0 0.29
H 1.041 3.151 2.517 0.0 0.0 0.0 -0.02
H 1.029 3.143 4.262 0.0 0.0 0.0 0.41
H -0.128 4.144 3.386 0.0 0.0 0.0 0.52
H -1.788 3.294 4.738 0.0 0.0 0.0 0.41
```
Positions in Å, forces in eV/Å.

**F_max**: 0.60 eV Å⁻¹
**Net charge**: -1
**Kohn-Sham gap**: 6.03 eV
**2S+1**: 1
**Relative energy (zero: lowest compared OMol25 entry of this formula, charge and spin)**: 181.9 kJ/mol
**DFT total energy**: -6471.01820 a.u.

Computed, not measured: one molecule with the formula C5H11NO at a distorted geometry, with ωB97M-V/def2-TZVPD.

```
18
Properties=species:S:1:pos:R:3:forces:R:3:nbo_charge:R:1
C 1.541 1.379 -0.291 0.0 -1.4 0.1 -0.48
C 0.185 1.412 -0.235 1.1 4.8 -1.5 0.18
N -0.399 2.750 -0.539 -2.9 -2.7 -0.7 -0.83
C -0.909 0.547 0.197 1.6 -4.8 -0.2 -0.46
C -0.266 -0.746 0.868 -1.6 -1.5 1.6 -0.44
C -0.658 -2.162 0.331 -0.1 -1.9 -1.3 -0.09
O 0.526 -2.833 -0.161 0.7 0.4 0.0 -0.73
H 2.119 0.569 0.236 -0.6 0.9 -1.0 0.20
H 2.127 2.112 -0.923 -0.9 -0.7 1.3 0.22
H -1.188 2.642 -1.220 0.0 -0.5 1.3 0.34
H 0.029 3.416 -1.097 2.8 1.3 -0.6 0.36
H -1.432 0.872 1.030 -1.4 1.7 0.9 0.24
H -1.618 0.164 -0.608 1.0 1.0 0.7 0.23
H 0.768 -0.946 0.799 1.5 1.1 -0.4 0.22
H -0.355 -0.664 1.986 -0.4 -0.1 -0.9 0.22
H -1.240 -2.055 -0.591 -0.7 0.3 0.3 0.15
H -1.027 -3.131 0.820 -0.5 2.4 0.6 0.21
H 1.039 -2.151 -0.598 0.4 -0.1 -0.4 0.45
```
Positions in Å, forces in eV/Å.

**F_max**: 5.15 eV Å⁻¹
**Structure (SMILES)**: C=C(N)CCCO
**Kohn-Sham gap**: 9.80 eV
**2S+1**: 1
**Relative energy (zero: lowest compared OMol25 entry of this formula, charge and spin)**: 358.7 kJ/mol
**DFT total energy**: -326.99471 a.u.

Computed, not measured: C12H19BrN3O8PSTi as an isolated structure at a distorted geometry, with ωB97M-V/def2-TZVPD.

```
46
Properties=species:S:1:pos:R:3:forces:R:3:nbo_charge:R:1
Ti 0.611 -0.591 -0.482 -0.1 -0.1 1.5 1.43
N 3.214 1.664 0.499 0.3 0.3 0.2 -0.83
C 3.319 1.363 -0.927 0.3 -0.1 -0.3 -0.31
C 3.573 -0.145 -1.051 0.2 0.7 -0.1 0.66
O 4.706 -0.563 -1.298 0.2 0.0 0.0 -0.69
N 2.499 -0.895 -0.816 1.4 -0.7 -0.4 -0.68
C 2.722 -2.327 -0.871 0.1 -0.3 0.0 -0.35
C 1.635 -3.016 -0.035 1.6 -1.4 -0.2 0.80
O 1.681 -4.205 0.219 -0.1 0.2 -0.1 -0.64
O 0.717 -2.207 0.378 -0.7 -1.4 1.1 -0.70
H 3.073 2.657 0.655 0.1 -0.1 0.0 0.35
H 4.081 1.393 0.953 0.0 0.1 0.0 0.36
H 4.154 1.894 -1.419 -0.3 -0.2 0.0 0.18
H 2.375 1.614 -1.420 0.2 0.1 0.0 0.22
H 3.728 -2.574 -0.501 -0.4 -0.1 -0.1 0.23
H 2.637 -2.696 -1.904 0.1 -0.1 0.2 0.22
O 0.105 -1.458 -2.229 -0.2 -0.5 -0.5 -0.93
S -0.342 -0.129 -2.710 -1.1 0.6 -3.4 2.62
O -1.813 -0.035 -2.580 0.3 0.1 -0.3 -1.03
O 0.280 0.821 -1.708 -0.2 1.4 -0.8 -0.95
O 0.070 0.181 -4.048 0.2 0.0 0.2 -0.96
C -3.780 -0.416 0.933 0.5 0.0 -0.5 -1.00
P -2.733 -0.320 -0.622 -1.9 0.1 0.9 1.99
C -3.218 1.404 -1.089 0.0 -0.7 0.0 -0.96
C -3.430 -1.785 -1.493 0.4 0.6 0.2 -0.96
O -1.362 -0.512 -0.039 -0.3 -0.1 0.3 -1.09
H -4.846 -0.377 0.724 -0.2 0.0 -0.1 0.21
H -3.516 0.413 1.586 0.0 0.1 0.0 0.22
H -3.556 -1.337 1.463 0.0 -0.2 0.0 0.23
H -3.999 1.778 -0.433 0.0 0.0 0.1 0.21
H -3.542 1.435 -2.122 0.0 0.1 -0.1 0.25
H -2.317 2.007 -0.994 0.0 0.0 0.0 0.25
H -4.282 -1.511 -2.105 -0.1 0.1 -0.1 0.23
H -3.732 -2.504 -0.735 -0.1 0.0 0.1 0.23
H -2.647 -2.201 -2.119 -0.1 0.0 0.0 0.27
Br 0.663 -0.380 5.196 0.0 -0.1 0.0 0.04
C 0.512 0.519 3.534 -0.2 0.7 0.5 -0.10
C 0.044 1.837 3.525 0.3 -0.5 -0.8 -0.25
C -0.043 2.425 2.251 0.0 0.0 0.8 -0.24
C 0.300 1.717 1.133 0.3 -0.5 -0.3 0.03
N 0.757 0.422 1.154 -0.6 1.8 2.8 -0.46
C 0.864 -0.148 2.394 0.2 -0.1 -0.9 -0.01
H -0.226 2.355 4.429 0.0 0.0 0.1 0.22
H -0.384 3.446 2.157 0.0 0.0 -0.1 0.21
H 0.223 2.158 0.146 0.0 0.0 0.1 0.22
H 1.226 -1.171 2.422 -0.1 0.2 0.0 0.24
```
Positions in Å, forces in eV/Å.

**F_max**: 3.66 eV Å⁻¹
**Net charge**: -1
**Kohn-Sham gap (alpha / beta)**: 5.75 / 8.12 eV
**2S+1**: 2
**DFT total energy**: -5398.17381 a.u.